{
  "formula": "C5H6F2",
  "method": "ωB97M-V/def2-TZVPD",
  "max_force_ha_per_bohr": 0.087,
  "relative_energy_ev": 3.526,
  "molar_mass_g_mol": 104.1,
  "elements": ["C", "C", "C", "C", "C", "F", "F", "H", "H", "H", "H", "H", "H"],
  "xyz": [[-0.10747, 0.98610, -0.52707], [0.75243, 0.17301, 0.04272], [-1.54210, 0.54254, -0.28301], [-1.29869, -0.75883, 0.49593], [2.08529, -0.38914, 0.25798], [-2.24696, 1.46704, 0.43253], [-1.66782, -1.88393, -0.27777], [0.22762, 1.88751, -1.12109], [-2.00272, 0.24591, -1.17436], [-1.71569, -0.67249, 1.55012], [2.86157, 0.31070, 0.10370], [2.39314, -1.06644, -0.67502], [2.26142, -0.84197, 1.17535]]
}